{
  "formula": "C5H8O",
  "method": "the ωB97M-V functional and the def2-TZVPD basis",
  "spin_multiplicity": 1,
  "gap_ev": 10.499,
  "e_tot_ha": -270.33731,
  "relative_energy_kcal_mol": 138.4,
  "smiles": "C1OC[C@@H]2C[C@@H]12",
  "largest_force_ev_per_a": 6.08,
  "homo_ev": -9.5,
  "symbols": ["C", "O", "C", "C", "C", "C", "H", "H", "H", "H", "H", "H", "H", "H"],
  "xyz": [[-0.0451, -1.4267, -0.0597], [1.2004, -1.0752, -0.7651], [1.3066, 0.3861, -0.5706], [-0.0151, 0.8807, -0.2524], [-1.2244, 1.0465, 0.5968], [-0.4307, -0.2174, 0.6633], [-0.7882, -1.8542, -0.6551], [-0.0368, -2.1607, 0.7312], [1.5159, 0.7365, -1.4965], [1.9355, 0.4741, 0.4122], [-0.2628, 0.3158, -1.2860], [-1.2457, 1.7801, 1.3175], [-2.0910, 1.1584, -0.2039], [0.1813, -0.0440, 1.5683]]
}

=====

{
  "formula": "C5H8O",
  "method": "the ωB97M-V functional and the def2-TZVPD basis",
  "spin_multiplicity": 1,
  "gap_ev": 10.381,
  "e_tot_ha": -270.45018,
  "relative_energy_kcal_mol": 67.6,
  "largest_force_ev_per_a": 2.80,
  "homo_ev": -9.2,
  "symbols": ["C", "C", "C", "C", "C", "O", "H", "H", "H", "H", "H", "H", "H", "H"],
  "xyz": [[-1.3588, 0.3534, 0.0485], [-0.6434, -0.9382, 0.3191], [0.5295, -0.8494, -0.7132], [1.0901, 0.5414, -0.3313], [0.1324, 0.7913, 0.7923], [-0.0350, -0.4208, 1.5144], [-1.7419, 0.4745, -0.9826], [-1.7085, 1.0270, 0.7914], [-1.0974, -1.9255, 0.4399], [1.2667, -1.6332, -0.5396], [0.1777, -0.8910, -1.7479], [2.1330, 0.5303, -0.0143], [0.9455, 1.3225, -1.0849], [0.3101, 1.6177, 1.5082]]
}

=====

{
  "formula": "C5H8O",
  "method": "the ωB97M-V functional and the def2-TZVPD basis",
  "spin_multiplicity": 1,
  "gap_ev": 9.275,
  "e_tot_ha": -270.45063,
  "relative_energy_kcal_mol": 67.3,
  "largest_force_ev_per_a": 2.39,
  "homo_ev": -8.5,
  "symbols": ["C", "C", "C", "C", "C", "O", "H", "H", "H", "H", "H", "H", "H", "H"],
  "xyz": [[-0.8541, 1.6210, -0.0193], [-0.4026, 0.2048, 0.3663], [-0.0787, -0.9007, -0.8191], [1.1490, -1.5286, -0.1977], [0.8896, 0.0825, 1.1188], [1.0586, 0.7949, 2.0672], [-1.2048, 2.2810, 0.7900], [-0.0609, 2.1551, -0.5541], [-1.6964, 1.4670, -0.6927], [-1.1105, -0.1918, 1.1279], [-0.9370, -1.5791, -0.9458], [0.1418, -0.4268, -1.7935], [1.0013, -2.5067, 0.2784], [2.1047, -1.4727, -0.7263]]
}

=====

{
  "formula": "C5H8O",
  "method": "the ωB97M-V functional and the def2-TZVPD basis",
  "spin_multiplicity": 1,
  "gap_ev": 10.435,
  "e_tot_ha": -270.51665,
  "relative_energy_kcal_mol": 25.9,
  "smiles": "C/C=C\\CC=O",
  "largest_force_ev_per_a": 0.52,
  "homo_ev": -9.4,
  "symbols": ["C", "C", "C", "C", "C", "O", "H", "H", "H", "H", "H", "H", "H", "H"],
  "xyz": [[0.5446, 0.4349, -1.6089], [0.5005, -0.8481, -0.8310], [-0.2691, -1.1026, 0.2293], [-1.0547, -0.0282, 0.9539], [0.0463, 0.7707, 1.6146], [0.4391, 1.8466, 1.2305], [0.1996, 0.2294, -2.6293], [-0.0778, 1.2224, -1.1789], [1.5640, 0.8303, -1.6843], [1.1418, -1.6473, -1.2001], [-0.2384, -2.0888, 0.6882], [-1.6326, 0.6150, 0.2837], [-1.7296, -0.4628, 1.6990], [0.5664, 0.2285, 2.4333]]
}

=====

{
  "formula": "C5H8O",
  "method": "the ωB97M-V functional and the def2-TZVPD basis",
  "spin_multiplicity": 1,
  "gap_ev": 9.888,
  "e_tot_ha": -270.48452,
  "relative_energy_kcal_mol": 46.0,
  "smiles": "O[C@@]12CC[C@@H]1C2",
  "largest_force_ev_per_a": 0.38,
  "homo_ev": -8.9,
  "symbols": ["O", "C", "C", "C", "C", "C", "H", "H", "H", "H", "H", "H", "H", "H"],
  "xyz": [[-0.9189, 1.5545, 1.1123], [-0.4041, 0.6047, 0.2417], [0.9586, 0.8101, -0.3946], [1.2093, -0.7257, -0.2794], [-0.1062, -0.8508, 0.4955], [-1.2275, -0.4442, -0.4348], [-1.7893, 1.2490, 1.3968], [1.6002, 1.3516, 0.3063], [1.0141, 1.2853, -1.3810], [2.1138, -0.9935, 0.2728], [1.2120, -1.2664, -1.2342], [-0.2814, -1.3458, 1.4439], [-2.2353, -0.5733, -0.0422], [-1.1454, -0.6555, -1.5031]]
}

=====

{
  "formula": "C5H8O",
  "method": "the ωB97M-V functional and the def2-TZVPD basis",
  "spin_multiplicity": 1,
  "gap_ev": 10.170,
  "e_tot_ha": -270.48187,
  "relative_energy_kcal_mol": 47.7,
  "smiles": "C=C[C@H](C)C=O",
  "largest_force_ev_per_a": 0.99,
  "homo_ev": -9.4,
  "symbols": ["C", "C", "C", "C", "C", "O", "H", "H", "H", "H", "H", "H", "H", "H"],
  "xyz": [[0.7576, -1.0612, -1.1955], [-0.4762, -0.8197, -0.7485], [-0.7623, 0.3862, 0.0997], [0.2501, 1.5360, 0.0844], [-0.4441, -0.5617, 1.3415], [-1.0985, -1.4621, 1.8035], [1.2264, -2.0360, -1.2263], [1.3718, -0.2207, -1.4888], [-1.2285, -1.5903, -0.5883], [-1.7893, 0.7578, -0.0048], [0.4193, 1.9792, -0.9045], [-0.0691, 2.3434, 0.7541], [1.2235, 1.1772, 0.4381], [0.6194, -0.4281, 1.6354]]
}

=====

{
  "formula": "C5H8O",
  "method": "the ωB97M-V functional and the def2-TZVPD basis",
  "spin_multiplicity": 1,
  "gap_ev": 9.669,
  "e_tot_ha": -270.46871,
  "relative_energy_kcal_mol": 56.0,
  "smiles": "C=CC/C=C/O",
  "largest_force_ev_per_a": 0.50,
  "homo_ev": -8.6,
  "symbols": ["C", "C", "C", "C", "C", "O", "H", "H", "H", "H", "H", "H", "H", "H"],
  "xyz": [[1.6788, 0.2850, -0.1129], [0.8437, -0.1496, -1.0572], [-0.3336, -1.0878, -0.8018], [-1.2427, -0.0970, -0.1199], [-1.1425, 0.0689, 1.1983], [-1.0922, 1.3141, 1.7694], [1.6583, -0.1145, 0.9042], [2.4011, 1.0751, -0.3044], [0.8463, 0.3421, -2.0304], [-0.0559, -1.9037, -0.1228], [-0.7115, -1.5200, -1.7343], [-1.5142, 0.7719, -0.7224], [-0.9269, -0.7485, 1.8870], [-0.4087, 1.7639, 1.2474]]
}

=====

{
  "formula": "C5H8O",
  "method": "the ωB97M-V functional and the def2-TZVPD basis",
  "spin_multiplicity": 1,
  "gap_ev": 8.297,
  "e_tot_ha": -270.38580,
  "relative_energy_kcal_mol": 108.0,
  "largest_force_ev_per_a": 0.37,
  "homo_ev": -8.7,
  "symbols": ["C", "C", "C", "O", "C", "C", "H", "H", "H", "H", "H", "H", "H", "H"],
  "xyz": [[-0.9799, 0.4329, 0.5778], [-0.1648, 1.7175, 0.2998], [0.8542, 0.8705, -0.4038], [1.4942, -1.4665, 0.5703], [0.4551, -1.5909, -0.3809], [-0.1884, -0.2206, -0.5876], [-0.7385, -0.0304, 1.5367], [-2.0645, 0.5042, 0.4623], [0.2141, 2.3434, 1.1153], [-0.6920, 2.3608, -0.4179], [2.0044, -0.6901, 0.2721], [-0.2661, -2.3096, 0.0236], [0.8334, -1.9888, -1.3354], [-0.7436, -0.1334, -1.5317]]
}

=====

{
  "formula": "C5H8O",
  "method": "the ωB97M-V functional and the def2-TZVPD basis",
  "spin_multiplicity": 1,
  "gap_ev": [8.957, 8.958],
  "e_tot_ha": -270.37267,
  "relative_energy_kcal_mol": 116.2,
  "largest_force_ev_per_a": 3.89,
  "homo_ev": [-8.0, -8.0],
  "symbols": ["C", "C", "C", "C", "C", "O", "H", "H", "H", "H", "H", "H", "H", "H"],
  "xyz": [[0.4230, 1.4369, -0.3722], [-0.5720, 0.5309, -0.5858], [0.8137, -0.2640, 0.8783], [-2.0000, 0.6306, -0.9471], [1.4763, -1.6474, 0.7892], [1.5081, 0.7808, 0.2466], [0.3429, 2.4185, -0.7615], [0.2404, 0.2551, 1.6646], [-2.4806, 1.4125, -0.3672], [-2.5852, -0.3073, -0.7563], [-2.1860, 0.7657, -2.0135], [2.1172, -1.9212, -0.0732], [0.6886, -2.2909, 0.6711], [2.2135, -1.8003, 1.6271]]
}

=====

{
  "formula": "C5H8O",
  "method": "the ωB97M-V functional and the def2-TZVPD basis",
  "spin_multiplicity": 1,
  "gap_ev": 9.094,
  "e_tot_ha": -270.41590,
  "relative_energy_kcal_mol": 89.1,
  "largest_force_ev_per_a": 0.43,
  "homo_ev": -8.4,
  "symbols": ["C", "C", "C", "C", "C", "O", "H", "H", "H", "H", "H", "H", "H", "H"],
  "xyz": [[1.2864, 0.4058, -0.6494], [0.6311, -0.7711, -0.2533], [-0.1456, -1.0899, 0.9933], [-1.1817, -0.3582, 0.2035], [-1.1838, 1.0254, 0.2889], [-0.9567, 1.7028, -0.7878], [1.6164, 1.0954, 0.1399], [1.9928, 0.3065, -1.4681], [0.0618, 1.2008, -1.0998], [0.6019, -1.5668, -0.9894], [0.1804, -0.5340, 1.8757], [-0.3143, -2.1471, 1.2073], [-1.5828, -0.8145, -0.7012], [-1.0060, 1.5450, 1.2404]]
}

=====

{
  "formula": "C5H8O",
  "method": "the ωB97M-V functional and the def2-TZVPD basis",
  "spin_multiplicity": 1,
  "gap_ev": 10.808,
  "e_tot_ha": -270.51168,
  "relative_energy_kcal_mol": 29.0,
  "smiles": "O=CC1CCC1",
  "largest_force_ev_per_a": 0.66,
  "homo_ev": -9.8,
  "symbols": ["O", "C", "C", "C", "C", "C", "H", "H", "H", "H", "H", "H", "H", "H"],
  "xyz": [[-1.4329, -1.7665, 1.3143], [-0.3040, -1.7438, 0.8744], [0.3574, -0.4675, 0.4072], [-0.5217, 0.7780, 0.5802], [0.1104, 1.3710, -0.6853], [0.5010, -0.0686, -1.1012], [0.2935, -2.6780, 0.8699], [1.3399, -0.3956, 0.8913], [-1.5583, 0.4813, 0.3909], [-0.4715, 1.3214, 1.5253], [-0.5277, 1.9758, -1.3374], [1.0104, 1.9479, -0.4433], [-0.2664, -0.5794, -1.6857], [1.4700, -0.1759, -1.6006]]
}

=====

{
  "formula": "C5H8O",
  "method": "the ωB97M-V functional and the def2-TZVPD basis",
  "spin_multiplicity": 1,
  "gap_ev": 9.755,
  "e_tot_ha": -270.35822,
  "relative_energy_kcal_mol": 125.3,
  "largest_force_ev_per_a": 2.01,
  "homo_ev": -8.7,
  "symbols": ["C", "C", "C", "C", "O", "C", "H", "H", "H", "H", "H", "H", "H", "H"],
  "xyz": [[0.4043, -0.2024, 2.1323], [-0.5160, 0.6023, 2.6529], [0.9162, -0.5800, -1.8855], [0.2220, 0.7785, -1.7295], [-1.0991, 0.0760, -1.6525], [-0.3493, -1.0310, -1.6429], [1.4509, 0.0859, 2.0704], [0.1527, -1.1912, 1.7558], [-1.5605, 0.3079, 2.7231], [-0.2630, 1.5860, 3.0418], [0.3064, 1.2083, -0.7201], [0.3039, 1.5706, -2.4716], [-0.7137, -2.0179, -1.4112], [0.7452, -1.1929, -2.8630]]
}